Below is a cluster of 2 separate species, C26H42N3O4 in total at a distorted geometry, with properties calculated with wB97M-V/def2-TZVPD.

The value obtained for the maximum force is 2.6 eV/A. As for the relative energy (zero: lowest compared OMol25 entry of this formula, charge and spin): 1.009 eV. As for the calculated total energy: -40293.6871 eV. Its gap between HOMO and LUMO is 7.99 eV. The value obtained for the HOMO energy is -11.605 eV. As for the net charge: +1. The LUMO energy comes out at -3.620 eV.

Last column: Löwdin charge in e.
Geometry (Å):
C 0.9722 -1.3685 1.0884  0.06
C -0.0751 -0.6238 1.0699  -0.12
C -0.3142 0.5154 2.0120  -0.32
C 0.1771 0.2011 3.4274  -0.08
C -0.2203 -1.1661 3.9626  -0.24
N 0.4275 -1.7124 4.8757  0.12
C 0.3568 1.7362 1.3104  -0.20
C 1.7762 2.1294 1.7468  -0.13
C 2.6036 2.7355 0.5949  -0.18
C 3.3678 1.7082 -0.2276  -0.18
C 2.4890 0.8367 -1.1225  -0.19
C 2.0812 1.5347 -2.4161  -0.22
O 0.8619 1.0285 -2.9203  -0.18
C 1.0275 -0.2504 -3.4956  -0.10
C -0.5489 2.9407 1.6882  -0.01
C -1.8799 2.2368 1.7865  -0.24
N -3.0057 2.9936 1.6556  0.08
C -3.3948 3.2712 0.2554  -0.16
C -4.0760 2.1272 -0.4953  -0.24
C -5.0027 2.6453 -1.6081  -0.09
N -1.7257 0.9911 2.0673  0.12
C -2.8999 0.1663 2.4532  -0.14
O -2.8206 -1.1673 2.1134  -0.12
C -3.2762 -1.4673 0.7771  -0.23
C -2.7330 -2.8356 0.4145  -0.04
H 1.7844 -1.2489 1.7819  0.09
H 1.0328 -2.1846 0.3988  0.06
H -0.8069 -0.8060 0.3029  0.11
H -0.2188 0.9668 4.0969  0.14
H 1.2545 0.2771 3.4813  0.11
H -1.0640 -1.7180 3.5688  0.11
H 1.2108 -1.1260 5.1705  0.06
H 0.1634 1.6591 0.2455  0.14
H 2.3658 1.3083 2.1502  0.11
H 1.7201 2.9006 2.5040  0.11
H 3.3406 3.3728 1.0770  0.11
H 1.9886 3.3826 -0.0249  0.11
H 4.0603 2.2511 -0.8703  0.12
H 3.9828 1.0534 0.3844  0.11
H 1.5905 0.4868 -0.6316  0.08
H 3.0568 -0.0514 -1.3862  0.09
H 2.8770 1.4801 -3.1606  0.13
H 1.8818 2.5820 -2.2014  0.12
H 0.0358 -0.6284 -3.7199  0.09
H 1.5054 -0.9595 -2.8120  0.04
H 1.5929 -0.2148 -4.4278  0.10
H -0.4032 3.2692 2.7110  0.14
H -0.6363 3.7248 0.9486  0.13
H -3.7819 2.6677 2.2192  0.14
H -4.1152 4.0812 0.3056  0.13
H -2.5582 3.6304 -0.3348  0.13
H -4.6881 1.5203 0.1606  0.10
H -3.3175 1.5285 -0.9888  0.10
H -6.0401 2.6618 -1.3009  0.08
H -4.6989 3.6111 -2.0004  0.08
H -4.9592 1.9479 -2.4370  0.07
H -2.9418 0.2085 3.5392  0.15
H -3.8367 0.5858 2.0983  0.13
H -4.3627 -1.5307 0.7891  0.13
H -2.8925 -0.7116 0.0968  0.10
H -2.9132 -3.5097 1.2454  0.09
H -3.2833 -3.1948 -0.4501  0.09
H -1.6754 -2.8092 0.1947  0.06
C 4.7060 -4.3489 -2.6443  0.03
C 4.1562 -3.3120 -2.0180  0.03
C 2.7088 -3.0229 -2.1375  -0.36
O 2.2070 -2.0719 -1.5654  0.01
C 1.8928 -3.9293 -2.9778  0.03
C 2.4389 -4.9670 -3.6056  0.04
C 3.8908 -5.2604 -3.4880  -0.38
O 4.3888 -6.2044 -4.0563  0.13
H 5.7614 -4.5776 -2.5710  0.13
H 4.7331 -2.6369 -1.3985  0.12
H 0.8372 -3.6987 -3.0503  0.12
H 1.8606 -5.6407 -4.2248  0.13